[1]
Formula: C5H26N2O7
Source: OMol25
Level of theory: ωB97M-V/def2-TZVPD

Last column: natural (NBO) charge in e.
Element x y z (Å)
C1 -2.71670 -0.04055 -1.58991  -0.39
C2 -2.32098 1.21863 -1.67926  -0.19
C3 -1.36271 1.85773 -0.69833  -0.47
C4 0.04923 1.26599 -0.78588  -0.05
N1 0.93999 1.77978 0.26987  -0.89
C5 0.66334 1.51615 -2.17119  -0.22
N2 1.51712 0.38451 -2.54473  -0.88
H1 -2.34008 -0.74880 -0.85810  0.19
H2 -3.40862 -0.49911 -2.28710  0.20
H3 -2.69537 1.85384 -2.47573  0.20
H4 -1.33449 2.93809 -0.84514  0.21
H5 -1.75734 1.72363 0.31367  0.23
H6 -0.01078 0.18192 -0.63429  0.19
H7 0.39331 1.87460 1.12163  0.39
H8 1.30031 2.68917 0.02479  0.36
H9 1.29508 2.40923 -2.16224  0.18
H10 -0.13183 1.69259 -2.90197  0.18
H11 2.11357 0.59067 -3.33508  0.37
H12 0.96724 -0.45073 -2.73492  0.40
O1 1.77766 0.78672 2.66052  -0.99
H13 0.89816 1.18650 2.83062  0.49
H14 1.99025 1.07463 1.76463  0.50
O2 -1.59015 -0.76903 2.41088  -0.98
H15 -2.08275 -1.08705 1.63985  0.49
H16 -0.68861 -1.14180 2.28333  0.51
O3 0.98569 -1.67667 1.84276  -1.05
H17 1.31018 -0.87903 2.33627  0.52
H18 1.49861 -1.57152 1.00999  0.51
O4 -0.77374 1.76829 2.64603  -1.01
H19 -1.21078 0.88701 2.53417  0.52
H20 -1.21948 2.20621 3.37476  0.49
O5 2.37236 -1.26965 -0.46199  -1.00
H21 2.19238 -0.39948 -0.87747  0.52
H22 3.31572 -1.41890 -0.50291  0.49
O6 0.46033 -2.67495 -2.04253  -1.00
H23 1.19365 -2.33874 -1.47840  0.48
H24 -0.26881 -2.70958 -1.38307  0.49
O7 -1.11238 -2.76159 0.29333  -0.99
H25 -1.24651 -3.69438 0.49069  0.49
H26 -0.32256 -2.49475 0.82004  0.51

Results
HOMO level: -9.44 eV
Kohn-Sham gap: 9.99 eV
2S+1: 1
relative energy (zero: lowest compared OMol25 entry of this formula, charge and spin): 0.144 eV
E_LUMO: 0.55 eV
SMILES: C=CC[C@H](N)CN.O.O.O.O.O.O.O

[2]
Formula: B7F28Li4
Source: OMol25
Level of theory: ωB97M-V/def2-TZVPD

Last column: natural (NBO) charge in e.
Element x y z (Å)
Li1 2.66042 -0.51295 1.08272  0.99
Li2 -1.36085 -4.50384 2.91093  0.99
Li3 -0.54101 -1.93651 -4.19154  0.99
Li4 -3.18207 1.10102 0.90808  0.99
B1 2.34564 -2.84749 4.30954  1.31
F1 1.36883 -3.79894 4.24762  -0.60
F2 3.00276 -3.03388 5.49559  -0.56
F3 3.08858 -2.92683 3.19768  -0.57
F4 1.74997 -1.61620 4.26347  -0.57
B2 2.67964 -0.07417 -6.95532  1.32
F5 2.58226 1.23200 -6.49438  -0.58
F6 2.14931 -0.13350 -8.19724  -0.57
F7 4.00552 -0.40364 -6.95794  -0.57
F8 2.02689 -0.86820 -6.01599  -0.60
B3 -3.87598 -2.06280 3.98847  1.33
F9 -2.93500 -2.61032 4.76300  -0.57
F10 -4.14101 -2.92293 2.86798  -0.60
F11 -5.02760 -1.77707 4.67845  -0.56
F12 -3.36636 -0.82558 3.55595  -0.58
B4 -0.39765 -1.54887 -0.55654  1.30
F13 0.73355 -1.60252 -1.28253  -0.57
F14 -0.55319 -2.64276 0.26086  -0.58
F15 -0.27068 -0.44666 0.19127  -0.56
F16 -1.43103 -1.43034 -1.45636  -0.58
B5 -2.30441 3.95361 3.37617  1.31
F17 -3.18310 3.78972 2.37593  -0.57
F18 -1.33424 3.00642 3.24409  -0.57
F19 -1.71718 5.17105 3.42195  -0.57
F20 -2.89617 3.85315 4.64192  -0.59
B6 5.21300 0.73168 -1.17433  1.31
F21 6.27088 1.55679 -1.19615  -0.56
F22 5.01347 0.00020 -2.33240  -0.56
F23 5.36614 -0.18326 -0.12414  -0.61
F24 4.15176 1.49842 -0.88553  -0.57
B7 -3.18083 2.96998 -3.20515  1.30
F25 -3.68051 2.30128 -4.25791  -0.57
F26 -1.82114 2.87349 -3.16924  -0.57
F27 -3.63684 4.27313 -3.25572  -0.58
F28 -3.57174 2.39732 -2.07325  -0.58

Results
HOMO level: -4.68 eV
net charge: -3
Kohn-Sham gap: 7.61 eV
2S+1: 1
relative energy (zero: lowest compared OMol25 entry of this formula, charge and spin): 9.166 eV
E_LUMO: 2.92 eV

[3]
Formula: C34H53N4OP2Pb
Source: OMol25
Level of theory: ωB97M-V/def2-TZVPD

Last column: Löwdin charge in e.
Element x y z (Å)
C1 2.48668 -0.03296 -1.94499  -0.37
C2 2.55027 1.78306 -0.36392  -0.36
C3 3.72788 0.30430 -2.47576  -0.06
C4 3.87345 2.09457 -0.84652  -0.03
C5 4.43758 1.38390 -1.88213  -0.06
H1 4.14829 -0.27363 -3.30258  0.11
H2 4.40091 2.93680 -0.38893  0.12
H3 5.43363 1.65179 -2.25280  0.11
N1 1.91938 0.64813 -0.90345  -0.10
P1 0.88978 -2.05447 -1.01513  1.06
P2 0.12582 2.35666 0.74246  1.03
C6 1.71958 -1.23053 -2.47193  -0.24
H4 0.90614 -0.90162 -3.14102  0.07
H5 2.37842 -1.89804 -3.04940  0.09
C7 -1.77675 -0.45187 0.59194  -0.46
O1 -2.88050 -0.70487 0.91213  0.08
C8 1.88165 2.57890 0.57393  -0.26
H6 2.37963 3.49285 0.91579  0.08
C9 -0.69609 3.63865 -0.46314  -0.63
C10 -0.34937 2.85460 2.52692  -0.65
C11 -0.34625 -3.33723 -1.71208  -0.66
C12 2.37944 -2.93836 -0.17107  -0.63
C13 -2.16061 3.23314 -0.73335  -0.09
H7 -2.81243 3.48621 0.11747  0.07
H8 -2.54194 3.77627 -1.61964  0.09
H9 -2.26015 2.15287 -0.91696  0.05
C14 -0.65262 5.10542 0.00453  -0.09
H10 -1.29962 5.29583 0.87591  0.07
H11 0.37609 5.42262 0.24749  0.09
H12 -1.01265 5.75157 -0.81966  0.10
C15 0.15254 3.56465 -1.75529  -0.11
H13 -0.40920 4.02691 -2.58939  0.09
H14 1.10048 4.11107 -1.62561  0.09
H15 0.41284 2.53468 -2.03592  0.04
C16 -1.87530 3.03336 2.64100  -0.08
H16 -2.40911 2.14929 2.25040  0.08
H17 -2.14784 3.15072 3.70660  0.10
H18 -2.23740 3.92667 2.10736  0.06
C17 0.07355 1.71843 3.47257  -0.11
H19 -0.54970 0.82390 3.32908  0.03
H20 1.13139 1.44470 3.32739  0.09
H21 -0.05562 2.05842 4.51750  0.10
C18 0.40000 4.12681 2.97667  -0.09
H22 0.17035 5.00919 2.36395  0.06
H23 0.11108 4.35701 4.01963  0.10
H24 1.49036 3.96214 2.96121  0.08
C19 1.85727 -3.89167 0.92338  -0.09
H25 2.71779 -4.26138 1.51126  0.10
H26 1.16912 -3.38746 1.61947  0.08
H27 1.35068 -4.77080 0.49211  0.07
C20 3.30694 -1.87596 0.46947  -0.08
H28 3.83519 -1.28643 -0.29522  0.07
H29 2.78009 -1.18129 1.13444  0.08
H30 4.06571 -2.41320 1.06854  0.10
C21 3.25399 -3.72716 -1.17056  -0.08
H31 4.09409 -4.17582 -0.60829  0.10
H32 2.71918 -4.54426 -1.67385  0.06
H33 3.69557 -3.06636 -1.93492  0.08
C22 -1.29594 -2.57834 -2.66276  -0.11
H34 -0.77588 -2.16334 -3.54313  0.08
H35 -2.06073 -3.28702 -3.03039  0.10
H36 -1.81074 -1.76232 -2.13303  0.06
C23 -1.20180 -3.86439 -0.53840  -0.08
H37 -1.65571 -3.03158 0.02242  0.07
H38 -2.01643 -4.49194 -0.94563  0.10
H39 -0.62141 -4.48096 0.16345  0.07
C24 0.29681 -4.50751 -2.47678  -0.08
H40 0.97423 -4.16097 -3.27643  0.09
H41 0.85583 -5.18098 -1.80814  0.07
H42 -0.50323 -5.10601 -2.95169  0.10
Pb1 0.00000 0.00000 0.00000  0.86
N2 -0.76733 0.49803 -1.86482  0.07
C25 -1.16436 0.76446 -2.93938  -0.04
C26 -1.60078 1.12703 -4.23826  -0.19
C27 -2.80404 0.59994 -4.77098  0.00
C28 -0.82074 2.02823 -5.00835  -0.01
C29 -3.21281 0.97399 -6.05331  -0.05
H43 -3.40088 -0.09227 -4.17064  0.13
C30 -1.24648 2.38840 -6.28876  -0.05
H44 0.10310 2.43448 -4.58664  0.12
C31 -2.43926 1.86512 -6.81464  -0.04
H45 -4.14317 0.56763 -6.46272  0.12
H46 -0.64447 3.08501 -6.88094  0.12
H47 -2.76685 2.15354 -7.81859  0.12
C32 -2.57077 -1.64968 4.66587  -0.08
N3 -1.17496 -1.62062 4.28665  -0.22
C33 -0.12591 -2.06729 5.17734  -0.08
C34 -0.80988 -1.11707 2.95472  -0.10
N4 -0.49671 -0.68511 1.81216  -0.20
H48 -2.70899 -2.04863 5.69283  0.09
H49 -3.13460 -2.29476 3.95941  0.09
H50 -2.98700 -0.62074 4.62944  0.09
H51 0.43169 -2.90342 4.70515  0.09
H52 0.57501 -1.22899 5.37538  0.09
H53 -0.53416 -2.42050 6.14758  0.09

Results
HOMO level (spin up / spin down): -7.88 / -7.02 eV
net charge: +1
Kohn-Sham gap (spin up / spin down): 4.63 / 3.76 eV
2S+1: 1
relative energy (zero: lowest compared OMol25 entry of this formula, charge and spin): 5.775 eV
E_LUMO (spin up / spin down): -3.24 / -3.26 eV

[4]
Formula: Cr2I
Source: OMol25
Level of theory: ωB97M-V/def2-TZVPD

Last column: natural (NBO) charge in e.
Element x y z (Å)
Cr1 -1.95920 0.25333 -0.65815  1.32
Cr2 1.96042 -0.44479 0.62559  1.33
I1 -0.00123 0.19146 0.03256  0.35

Results
HOMO level (spin up / spin down): -25.89 / -28.59 eV
net charge: +3
<S²>: 20.4335
Kohn-Sham gap (spin up / spin down): 6.99 / 12.83 eV
2S+1: 9
relative energy (zero: lowest compared OMol25 entry of this formula, charge and spin): 5.060 eV
E_LUMO (spin up / spin down): -18.90 / -15.76 eV

[5]
Formula: C20H19N4OS2Sn
Source: OMol25
Level of theory: ωB97M-V/def2-TZVPD

Last column: natural (NBO) charge in e.
Element x y z (Å)
Sn1 -1.07800 -0.15060 0.22630  1.37
C1 -0.77970 4.93220 0.38090  -0.42
N1 0.45320 4.23660 0.14360  -0.31
C2 1.70760 4.68670 0.43540  -0.03
C3 2.58530 3.72390 0.06250  -0.07
N2 1.85550 2.66950 -0.44160  -0.35
C4 0.54190 3.00580 -0.39080  0.28
S1 -0.79560 2.16290 -1.01670  -0.25
C5 2.41530 1.46580 -0.90960  0.36
C6 3.58980 1.51900 -1.64940  -0.24
C7 4.15890 0.32980 -2.06450  -0.12
C8 3.53880 -0.86240 -1.71950  -0.23
C9 2.36080 -0.80310 -0.99490  0.05
N3 1.79340 0.33160 -0.59320  -0.48
H1 -0.59130 5.81730 0.98380  0.24
H2 -1.46970 4.26850 0.90500  0.24
H3 -1.23630 5.22670 -0.56480  0.24
H4 1.87790 5.64340 0.88910  0.26
H5 3.65330 3.70340 0.12820  0.26
H6 4.02110 2.47000 -1.91360  0.25
H7 5.06060 0.33950 -2.65350  0.25
H8 3.95020 -1.81100 -2.02420  0.25
H9 1.83780 -1.70820 -0.71450  0.20
O1 0.32470 0.08230 2.03710  -0.69
N4 1.55760 -0.06690 2.44880  0.07
C10 2.06700 -1.29430 2.61100  0.03
C11 3.35460 -1.47120 3.07120  -0.21
C12 4.13500 -0.36200 3.36680  -0.13
C13 3.59280 0.90140 3.17010  -0.20
C14 2.29780 1.01780 2.71100  0.02
H10 1.40150 -2.11230 2.37040  0.25
H11 3.73820 -2.47080 3.20470  0.26
H12 5.13000 -0.47560 3.76460  0.25
H13 4.16420 1.78970 3.38410  0.25
H14 1.80450 1.96650 2.56130  0.24
S2 -0.78960 -2.44200 -1.04930  -0.11
C15 -1.94950 -3.63910 -1.54790  -0.18
C16 -2.60780 -4.44060 -0.60120  -0.17
C17 -3.35330 -5.51760 -1.02720  -0.19
C18 -3.46010 -5.80240 -2.38790  -0.09
C19 -2.85530 -4.97500 -3.33150  -0.20
C20 -2.11080 -3.89180 -2.92020  -0.15
H15 -2.50520 -4.22000 0.45110  0.23
H16 -3.83460 -6.16170 -0.30790  0.24
H17 -3.99470 -6.68150 -2.71210  0.24
H18 -2.94880 -5.20150 -4.38210  0.25
H19 -1.62000 -3.25240 -3.63540  0.24

Results
HOMO level (spin up / spin down): -13.73 / -13.95 eV
net charge: +2
<S²>: 0.7775
Kohn-Sham gap (spin up / spin down): 7.36 / 5.43 eV
2S+1: 2
relative energy (zero: lowest compared OMol25 entry of this formula, charge and spin): 0.580 eV
E_LUMO (spin up / spin down): -6.37 / -8.52 eV

Question: Among the records above, which one has the highest 2S+1?
Answer: Cr2I

Question: Number 2 is which compound?
Answer: B7F28Li4

Question: What is the relative energy (zero: lowest compared OMol25 entry of this formula, charge and spin) in the first record?
Answer: 0.144 eV